Formula: C8H14OS
Source: the OMol25 dataset
Level of theory: wB97M-V/def2-TZVPD

Each line ends with the Mulliken charge.
Atoms and positions in Å:
C1 0.96354 1.77868 -1.35684  -0.39
C2 1.83332 0.98230 -0.74252  0.02
C3 -0.62222 -1.14560 -0.19210  0.45
C4 -1.05120 -1.90262 -1.39949  -1.42
C5 -0.66343 0.57521 1.61251  -0.95
C6 -2.16566 0.70889 -0.50794  -1.66
C7 2.72536 -0.30017 1.48548  -0.74
C8 -1.11843 0.03450 0.26285  0.91
O1 0.47859 -1.64495 0.40966  -0.72
S1 2.10591 -0.54901 -0.21320  0.22
H1 1.24916 2.79229 -1.72675  0.27
H2 -0.13023 1.40627 -1.60758  0.13
H3 -1.04565 -1.22191 -2.38067  0.31
H4 -1.90551 -2.45925 -1.28700  0.35
H5 -0.20548 -2.59666 -1.50819  0.39
H6 -0.45076 -0.38825 2.21437  0.24
H7 -1.45361 1.12171 2.15340  0.36
H8 0.28822 1.13121 1.64750  0.09
H9 -1.96279 1.70760 -0.64270  0.52
H10 -3.13786 0.72826 -0.07805  0.40
H11 -2.15914 0.21989 -1.48686  0.31
H12 3.71506 -0.75368 1.51189  0.36
H13 2.04768 -0.95926 1.98698  0.27
H14 2.66512 0.73455 1.84524  0.29

Summary:
**LUMO energy (alpha / beta)**: -0.1 / -0.1 eV
**Orbital gap (alpha / beta)**: 7.35 / 7.36 eV